6 unconnected molecules or ions with the total composition C23H49O5P at a distorted geometry. Source: the Open Molecules 2025 dataset; level of theory: ωB97M-V/def2-TZVPD.

ORCA input file:
```
! wB97M-V def2-TZVPD RIJCOSX def2/J DEFGRID3
* xyz 0 1
C 1.115 2.122 -2.941
C 0.602 1.743 -1.554
C 1.685 2.326 -0.659
O 2.194 3.480 -1.337
C 1.718 3.495 -2.684
H 0.342 2.137 -3.707
H 1.892 1.424 -3.257
H -0.354 2.233 -1.359
H 0.468 0.673 -1.408
H 2.508 1.616 -0.515
H 1.310 2.622 0.321
H 0.963 4.285 -2.778
H 2.547 3.730 -3.354
C 5.351 -3.962 5.527
C 4.608 -5.234 5.922
C 3.166 -4.857 5.613
O 3.216 -3.943 4.513
C 4.564 -3.513 4.304
H 6.408 -4.117 5.313
H 5.270 -3.218 6.322
H 4.925 -6.066 5.289
H 4.754 -5.524 6.961
H 2.696 -4.353 6.464
H 2.552 -5.714 5.336
H 4.943 -3.986 3.392
H 4.574 -2.432 4.164
C -4.627 1.005 0.902
C -5.214 -0.270 0.306
C -4.005 -1.195 0.313
O -3.208 -0.809 1.434
C -3.671 0.445 1.946
H -5.373 1.673 1.330
H -4.078 1.553 0.139
H -5.997 -0.667 0.956
H -5.634 -0.134 -0.690
H -3.408 -1.074 -0.598
H -4.274 -2.248 0.414
H -4.178 0.264 2.902
H -2.814 1.095 2.126
C 5.596 -0.261 -4.756
C 5.405 -0.233 -6.270
C 3.889 -0.309 -6.389
O 3.360 0.341 -5.231
C 4.406 0.560 -4.280
H 6.549 0.149 -4.426
H 5.520 -1.286 -4.387
H 5.768 0.714 -6.675
H 5.910 -1.043 -6.792
H 3.542 -1.348 -6.396
H 3.507 0.189 -7.281
H 4.642 1.630 -4.265
H 4.059 0.269 -3.288
C -6.175 4.875 -2.197
C -6.768 3.596 -2.783
C -5.561 2.669 -2.782
O -4.752 3.063 -1.670
C -5.209 4.318 -1.160
H -6.916 5.545 -1.764
H -5.627 5.422 -2.967
H -7.545 3.206 -2.122
H -7.198 3.726 -3.774
H -4.972 2.780 -3.698
H -5.832 1.618 -2.671
H -5.712 4.143 -0.202
H -4.350 4.966 -0.987
C -0.072 -2.326 4.753
C -0.977 -2.400 3.533
C -0.165 -2.103 2.251
P 0.080 -0.290 1.956
H -0.605 -2.485 5.682
H 0.739 -3.028 4.605
H 0.371 -1.334 4.773
H -1.786 -1.687 3.614
H -1.393 -3.399 3.439
H 0.799 -2.579 2.378
H -0.679 -2.508 1.390
H 1.350 -0.027 2.512
H -0.737 0.260 2.962
*
```

Properties
Total energy   -1623.1886 a.u.
ΔE to the lowest compared entry with this formula, charge and spin   2.9 kcal per mole
Orbital gap   9.21 eV
SMILES   C1CCOC1.C1CCOC1.C1CCOC1.C1CCOC1.C1CCOC1.CCCP